Below is 5 unconnected molecules or ions with the total composition C11H13Br2Cl12N2, with properties calculated with ωB97M-V/def2-TZVPD.

```
! RIJCOSX wB97M-V def2-TZVPD def2/J DEFGRID3
* xyz 1 1
C -0.161 -1.727 0.259
C -0.037 -0.231 0.469
Br -0.370 0.214 2.333
C -0.939 0.642 -0.414
Br -0.323 0.537 -2.246
C -2.394 0.282 -0.322
C -2.998 -0.764 -1.051
C -4.312 -1.044 -0.856
C -5.012 -0.262 0.054
N -4.361 0.711 0.667
N -3.090 1.017 0.522
H -1.171 -2.094 0.461
H 0.520 -2.242 0.936
H 0.116 -1.978 -0.768
H 0.990 0.078 0.275
H -0.841 1.686 -0.122
H -2.403 -1.333 -1.755
H -4.818 -1.840 -1.385
H -6.062 -0.389 0.283
H -4.855 1.328 1.314
C 3.384 -3.168 0.038
Cl 2.590 -4.090 1.314
Cl 2.611 -3.452 -1.524
Cl 3.375 -1.449 0.436
H 4.412 -3.496 -0.035
C 7.104 -1.093 1.968
Cl 6.966 -2.528 0.947
Cl 6.836 0.372 1.024
Cl 5.993 -1.182 3.331
H 8.114 -1.060 2.353
C -6.422 4.029 -0.039
Cl -5.169 3.445 -1.142
Cl -6.133 3.411 1.608
Cl -6.513 5.771 -0.031
H -7.370 3.630 -0.373
C 4.597 1.562 -1.669
Cl 4.313 1.318 -3.390
Cl 5.745 2.864 -1.385
Cl 3.076 1.878 -0.822
H 5.013 0.648 -1.263
*
```

Computed properties:
* HOMO: -12.847 eV
* orbital gap: 0.298 Eh
* total energy: -304945.31159 eV
* LUMO: -4.7 eV
* molar mass: 758.5 g mol⁻¹

---

Below is a molecular structure, C11H13Br9F6O4 at a distorted geometry, with properties calculated with ωB97M-V/def2-TZVPD.

```
! RIJCOSX wB97M-V def2-TZVPD def2/J DEFGRID3
* xyz 0 1
C -4.492 -1.588 2.398
Br -3.860 0.274 2.516
Br -6.252 -1.577 1.367
Br -4.524 -2.190 4.223
H -3.794 -2.169 1.794
C 5.187 1.871 6.108
Br 3.737 3.271 6.206
Br 5.249 0.828 7.811
Br 6.969 2.713 5.683
H 4.914 1.220 5.278
C 4.664 -3.868 -5.033
Br 3.370 -2.540 -4.206
Br 4.424 -5.774 -4.382
Br 6.520 -3.344 -4.554
H 4.471 -3.883 -6.105
C 0.952 -0.103 0.738
C 1.464 -0.334 2.197
O 1.298 -1.727 2.417
C 2.062 -2.425 3.316
O 3.142 -1.960 3.773
C 1.501 -3.850 3.740
F 0.511 -4.121 2.936
F 2.408 -4.826 3.539
F 1.099 -3.826 5.021
H 0.842 0.969 0.576
H 0.004 -0.605 0.546
H 1.624 -0.570 0.018
H 0.861 0.300 2.847
H 2.497 -0.014 2.337
C -5.139 2.105 -4.133
C -4.335 2.208 -2.789
O -3.328 3.186 -3.058
C -2.171 2.955 -3.709
O -1.791 1.854 -3.988
C -1.454 4.187 -4.284
F -2.368 5.195 -4.384
F -0.508 4.353 -3.359
F -0.916 3.819 -5.480
H -5.434 3.110 -4.434
H -6.049 1.504 -4.141
H -4.515 1.652 -4.903
H -3.859 1.272 -2.498
H -4.982 2.447 -1.945
*
```

Computed properties:
* HOMO: -10.393 eV
* orbital gap: 0.359 Eh
* total energy: -666492.33379 eV
* LUMO: -0.6 eV
* relative energy (zero: lowest compared OMol25 entry of this formula, charge and spin): 64.7 kcal per mole
* molar mass: 1042.3 g mol⁻¹

---

Below is C11H13BrN2 in the gas phase at a distorted geometry, with properties calculated with ωB97M-V/def2-TZVPD.

```
! RIJCOSX wB97M-V def2-TZVPD def2/J DEFGRID3
* xyz 0 1
C -0.330 -0.066 2.899
C -0.760 1.282 2.590
C -0.192 -0.722 1.715
C -0.774 1.420 1.256
C -0.047 -1.429 -3.141
C 0.532 -0.303 -3.022
C -0.592 -2.092 -1.987
C 0.499 0.465 -1.733
C -0.603 -0.100 -0.794
C 0.243 -2.098 1.607
C -0.984 2.671 0.377
N -0.801 -1.575 -0.859
N -0.453 0.164 0.713
Br -2.263 0.564 -1.456
H -0.266 -0.287 3.926
H -0.866 2.125 3.203
H -0.187 -1.806 -4.168
H 1.096 0.076 -3.741
H -0.706 -3.171 -2.079
H 1.492 0.288 -1.252
H 0.329 1.489 -2.085
H -0.664 -2.720 1.649
H 0.631 -2.271 0.604
H 1.042 -2.312 2.426
H -0.365 2.569 -0.470
H -2.113 2.784 0.030
H -0.694 3.531 1.062
*
```

Computed properties:
* HOMO: -7.561 eV
* orbital gap: 0.284 Eh
* SMILES string: Cc1ccc(C)n1[C@@]1(Br)CC=CC=N1
* total energy: -84637.77119 eV
* LUMO: 0.2 eV
* relative energy (zero: lowest compared OMol25 entry of this formula, charge and spin): 32.1 kcal per mole
* molar mass: 253.1 g mol⁻¹

---

Below is 2 unconnected molecules or ions with the total composition C11H13BrS at a distorted geometry, with properties calculated with ωB97M-V/def2-TZVPD.

```
! RIJCOSX wB97M-V def2-TZVPD def2/J DEFGRID3
* xyz 0 3
C 2.773 1.255 -1.342
C 1.539 1.900 -1.282
C 3.316 0.819 -0.155
C 1.060 1.854 0.028
C -0.924 2.922 1.290
C -0.110 2.245 0.552
C -0.460 -1.602 -1.277
C 0.068 -1.598 0.217
C -0.922 -0.199 -1.429
C -1.122 -0.794 0.940
C -1.514 0.177 -0.093
S 2.187 1.060 1.104
Br -3.352 0.700 0.088
H 3.401 1.275 -2.288
H 1.001 2.526 -2.153
H 4.207 0.197 -0.065
H -1.845 2.567 1.758
H -0.899 3.984 1.484
H 0.268 -2.040 -2.041
H -1.380 -2.213 -1.403
H 0.212 -2.593 0.783
H 0.978 -1.039 0.460
H 0.009 0.433 -1.407
H -1.388 -0.149 -2.421
H -1.926 -1.438 1.315
H -0.778 -0.219 1.929
*
```

Computed properties:
* HOMO (spin up / spin down): -6.207 / -9.290 eV
* orbital gap (spin up / spin down): 0.255 / 0.297 Eh
* total energy: -92489.53809 eV
* LUMO (spin up / spin down): 0.7 / -1.2 eV
* molar mass: 257.2 g mol⁻¹

---

Below is 2 unconnected molecules or ions with the total composition C11H13ClS at a distorted geometry, with properties calculated with ωB97M-V/def2-TZVPD.

```
! RIJCOSX wB97M-V def2-TZVPD def2/J DEFGRID3
* xyz 0 3
C 4.036 0.516 -1.086
C 4.111 0.850 0.291
C 3.090 -0.297 -1.651
C 3.100 0.430 1.089
C 2.262 -0.902 -0.715
C 2.229 -0.505 0.620
C -3.710 0.154 -0.236
C -2.446 -0.186 -0.046
C -0.204 -0.166 1.944
C -4.799 0.405 0.819
C -1.396 -0.634 -1.066
S 0.954 -1.302 1.612
Cl 0.350 1.501 1.754
H 4.750 0.933 -1.696
H 4.887 1.354 0.861
H 2.852 -0.543 -2.629
H 3.014 1.061 2.011
H 1.554 -1.644 -1.132
H -4.142 -0.010 -1.222
H -2.025 -0.034 0.936
H -5.560 -0.362 0.723
H -5.320 1.358 0.719
H -4.242 0.221 1.857
H -0.783 0.228 -1.450
H -1.917 -1.203 -1.861
H -0.644 -1.220 -0.446
*
```

Computed properties:
* HOMO (spin up / spin down): -7.230 / -9.090 eV
* orbital gap (spin up / spin down): 0.289 / 0.264 Eh
* total energy: -34969.22713 eV
* LUMO (spin up / spin down): 0.6 / -1.9 eV
* molar mass: 212.7 g mol⁻¹

---

Below is C11H13F13O2Si in the gas phase at a distorted geometry, with properties calculated with ωB97M-V/def2-TZVPD.

```
! RIJCOSX wB97M-V def2-TZVPD def2/J DEFGRID3
* xyz 0 1
F 0.430 3.365 0.194
F 2.539 3.684 -0.328
F 1.889 1.833 0.709
F 0.013 1.424 -1.384
F 1.024 3.077 -2.420
F 0.671 -2.624 -0.886
F -0.778 -2.689 -2.588
F 2.308 1.266 -3.420
F 3.481 1.388 -1.544
F 0.080 -0.191 -3.308
F 1.448 -1.900 -3.466
F 1.567 -0.418 -0.483
F 3.050 -1.113 -1.911
O -2.026 0.847 1.318
O -0.312 -0.938 2.630
C -1.252 1.933 1.572
C 0.917 -0.715 2.066
C 1.563 2.765 -0.182
C -1.091 -1.086 -0.887
C 1.178 2.091 -1.530
C -0.089 -1.896 -1.727
C 2.277 1.117 -2.111
C 0.836 -1.027 -2.636
C 1.946 -0.377 -1.756
C -3.084 -1.382 2.984
C -1.637 -1.863 0.317
Si -1.738 -0.727 1.821
H -0.521 1.665 2.357
H -1.912 2.806 1.862
H -0.703 2.139 0.617
H 1.091 -1.320 1.160
H 1.686 -1.069 2.779
H 1.119 0.336 1.859
H -1.904 -0.643 -1.502
H -0.536 -0.197 -0.523
H -4.039 -1.102 2.568
H -2.962 -0.996 3.989
H -3.035 -2.469 3.003
H -0.899 -2.617 0.614
H -2.593 -2.378 0.174
*
```

Computed properties:
* HOMO: -9.769 eV
* orbital gap: 0.387 Eh
* SMILES string: CO[Si](C)(CCC(F)(F)C(F)(F)C(F)(F)C(F)(F)C(F)(F)C(F)(F)F)OC
* total energy: -58919.12470 eV
* LUMO: 0.8 eV
* molar mass: 452.3 g mol⁻¹

---

Below is 3 unconnected molecules or ions with the total composition C11H13F3N6O2, with properties calculated with ωB97M-V/def2-TZVPD.

```
! RIJCOSX wB97M-V def2-TZVPD def2/J DEFGRID3
* xyz 0 1
F -0.262 4.282 -0.855
C -0.813 3.304 -1.552
F -0.262 3.336 -2.787
F -2.109 3.579 -1.716
C -0.600 1.939 -0.935
C -1.430 0.885 -1.374
N -1.307 -0.324 -0.908
C -0.312 -0.508 0.006
C -0.100 -1.803 0.538
C 0.901 -2.017 1.456
C 1.734 -0.954 1.884
C 1.525 0.305 1.374
C 0.503 0.562 0.427
N 0.347 1.827 -0.052
H -2.190 1.093 -2.112
H -0.748 -2.593 0.195
H 1.056 -3.015 1.839
H 2.522 -1.176 2.589
H 2.153 1.123 1.695
C -5.083 1.744 -3.720
O -4.482 1.107 -2.874
N -4.477 2.704 -4.485
N -6.414 1.553 -3.973
H -4.958 3.236 -5.183
H -3.502 2.876 -4.322
H -6.889 0.857 -3.429
H -6.923 2.069 -4.663
C 4.891 -2.924 3.963
O 4.011 -2.160 3.602
N 6.212 -2.687 3.712
N 4.623 -4.076 4.647
H 6.947 -3.303 4.001
H 6.442 -1.849 3.211
H 3.662 -4.279 4.849
H 5.333 -4.714 4.951
*
```

Computed properties:
* HOMO: -8.773 eV
* orbital gap: 0.326 Eh
* SMILES string: FC(F)(F)c1cnc2ccccc2n1.NC(N)=O.NC(N)=O
* total energy: -32808.54379 eV
* LUMO: 0.1 eV
* relative energy (zero: lowest compared OMol25 entry of this formula, charge and spin): 0.0 kcal per mole
* molar mass: 318.3 g mol⁻¹

---

Below is a molecular structure, C11H13F6HgN4O7S3, with properties calculated with ωB97M-V/def2-TZVPD.

```
! RIJCOSX wB97M-V def2-TZVPD def2/J DEFGRID3
* xyz 0 2
Hg -0.142 0.406 -0.200
F -4.216 -2.333 -1.432
C -3.451 -2.208 -2.501
F -2.778 -3.335 -2.701
F -4.201 -1.947 -3.560
S -2.206 -0.872 -2.254
O -1.636 -1.203 -0.947
O -1.285 -0.936 -3.355
N -3.116 0.408 -2.241
S -2.468 1.838 -2.267
O -3.428 2.844 -1.987
O -1.191 1.910 -1.537
C -1.923 2.132 -4.034
F -0.634 1.845 -4.187
F -2.639 1.389 -4.863
F -2.108 3.412 -4.325
O 1.729 1.596 2.088
C 0.849 0.939 2.611
N -0.047 0.175 1.917
S -1.150 -0.619 2.852
O -2.463 -0.108 2.592
O -0.939 -2.035 2.775
C -0.491 0.020 4.360
C -0.915 -0.226 5.650
C -0.218 0.399 6.676
C 0.863 1.236 6.404
C 1.278 1.465 5.100
C 0.586 0.839 4.079
H -1.757 -0.876 5.850
H -0.520 0.234 7.702
H 1.386 1.711 7.224
H 2.114 2.112 4.871
N 3.871 0.322 -3.626
C 3.154 -2.060 -2.001
C 1.790 -1.580 -1.701
N 1.815 -0.175 -1.194
H 4.646 -0.234 -3.965
H 4.225 1.254 -3.439
H 3.210 0.411 -4.390
H 3.949 -1.895 -1.287
H 3.328 -2.761 -2.803
H 1.290 -2.191 -0.939
H 1.156 -1.602 -2.587
H 2.155 0.405 -1.958
H 2.527 -0.104 -0.470
*
```

Computed properties:
* HOMO (spin up / spin down): -8.785 / -9.875 eV
* orbital gap (spin up / spin down): 0.312 / 0.343 Eh
* total energy: -84893.27139 eV
* LUMO (spin up / spin down): -0.3 / -0.5 eV
* relative energy (zero: lowest compared OMol25 entry of this formula, charge and spin): 0.0 kcal per mole
* molar mass: 724.0 g mol⁻¹

---

Below is a gas-phase ion, C11H13N2 (charge +1), with properties calculated with ωB97M-V/def2-TZVPD.

```
! RIJCOSX wB97M-V def2-TZVPD def2/J DEFGRID3
* xyz 1 1
C 1.851 -2.908 0.024
C 2.205 -1.470 0.340
N 1.727 -0.521 -0.726
C 0.888 0.462 -0.221
N 1.502 1.454 0.410
C 0.834 2.493 1.012
C -0.513 2.539 0.967
C -1.230 1.527 0.288
C -2.633 1.540 0.201
C -3.285 0.554 -0.481
C -2.598 -0.496 -1.096
C -1.234 -0.547 -1.008
C -0.529 0.464 -0.326
H 0.767 -3.017 0.042
H 2.203 -3.230 -0.951
H 2.232 -3.543 0.813
H 3.272 -1.350 0.489
H 1.740 -1.217 1.291
H 1.247 -1.031 -1.453
H 2.512 1.432 0.433
H 1.453 3.232 1.484
H -1.032 3.350 1.446
H -3.164 2.342 0.686
H -4.363 0.582 -0.544
H -3.115 -1.268 -1.638
H -0.736 -1.374 -1.482
*
```

Computed properties:
* HOMO: -12.777 eV
* orbital gap: 0.316 Eh
* SMILES string: CCNc1[nH+]ccc2ccccc12
* total energy: -14592.47910 eV
* LUMO: -4.2 eV
* relative energy (zero: lowest compared OMol25 entry of this formula, charge and spin): 0.0 kcal per mole
* molar mass: 173.2 g mol⁻¹

---

Below is a gas-phase ion, C11H13N2O2 (charge -1), with properties calculated with ωB97M-V/def2-TZVPD.

```
! RIJCOSX wB97M-V def2-TZVPD def2/J DEFGRID3
* xyz -1 1
N -1.227 -4.611 0.457
C -0.893 -3.387 0.469
C -1.837 -2.209 0.443
N -1.183 -0.976 0.009
C -1.101 0.066 1.046
C -0.818 1.438 0.433
C 0.439 1.595 -0.393
C 0.567 1.047 -1.670
C 1.720 1.232 -2.426
C 2.772 1.984 -1.920
C 2.656 2.543 -0.649
C 1.505 2.346 0.101
C -0.078 -0.353 2.147
O -0.454 -1.336 2.826
O 0.947 0.363 2.271
H -2.248 -4.686 0.429
H 0.164 -3.129 0.502
H -2.652 -2.460 -0.247
H -2.231 -2.101 1.456
H -1.693 -0.597 -0.778
H -2.075 0.135 1.562
H -0.778 2.152 1.255
H -1.677 1.718 -0.195
H -0.237 0.452 -2.086
H 1.801 0.788 -3.411
H 3.677 2.129 -2.498
H 3.480 3.116 -0.240
H 1.454 2.743 1.107
*
```

Computed properties:
* HOMO: -4.346 eV
* orbital gap: 0.285 Eh
* SMILES string: [H]/N=C\CN[C@H](Cc1ccccc1)C(=O)[O-]
* total energy: -18694.29609 eV
* LUMO: 3.4 eV
* relative energy (zero: lowest compared OMol25 entry of this formula, charge and spin): 0.0 kcal per mole
* molar mass: 205.2 g mol⁻¹

---

Below is a molecular structure, C11H13N2OS at a distorted geometry, with properties calculated with ωB97M-V/def2-TZVPD.

```
! RIJCOSX wB97M-V def2-TZVPD def2/J DEFGRID3
* xyz 1 1
C -2.230 2.627 0.020
C -1.572 2.283 -1.150
C -2.039 1.869 1.164
C -0.729 1.188 -1.186
C -1.190 0.780 1.141
C -0.540 0.420 -0.037
C 1.180 -1.144 -1.179
C 2.897 -0.046 -0.361
C 0.462 -0.665 -0.038
C -1.524 -2.649 0.062
C -0.325 -2.245 0.848
N 2.417 -0.766 -1.363
N 3.984 0.664 -0.380
O 1.698 1.195 1.635
S 1.858 -0.167 1.178
H -2.881 3.487 0.043
H -1.704 2.879 -2.040
H -2.539 2.136 2.082
H -0.209 0.931 -2.099
H -1.026 0.223 2.051
H 0.753 -1.836 -1.894
H -2.278 -1.864 0.056
H -1.964 -3.534 0.522
H -1.270 -2.910 -0.966
H 0.497 -2.949 0.831
H -0.525 -1.846 1.830
H 4.549 0.752 -1.217
H 4.251 1.187 0.446
*
```

Computed properties:
* HOMO: -12.459 eV
* orbital gap: 0.262 Eh
* total energy: -27471.71522 eV
* LUMO: -5.3 eV
* relative energy (zero: lowest compared OMol25 entry of this formula, charge and spin): 0.6 kcal per mole
* molar mass: 221.3 g mol⁻¹

---

Below is C11H13N3 in the gas phase at a distorted geometry, with properties calculated with ωB97M-V/def2-TZVPD.

```
! RIJCOSX wB97M-V def2-TZVPD def2/J DEFGRID3
* xyz 0 1
C -2.469 1.852 -0.255
C -1.293 2.171 0.386
C -1.214 0.073 -0.368
C 1.665 -0.148 -1.875
C 1.741 1.036 -1.334
C 1.558 -1.236 -0.922
C 1.844 1.136 0.119
C 0.521 -1.621 -0.168
C 0.810 0.773 0.875
C 0.755 0.453 2.322
C -1.712 -2.322 -0.584
N -2.443 0.568 -0.689
N -0.534 0.969 0.374
N -0.777 -1.201 -0.292
H -3.391 2.475 -0.161
H -1.035 2.975 1.030
H 1.641 -0.353 -2.886
H 1.948 1.854 -2.034
H 2.539 -1.557 -0.763
H 2.751 0.940 0.632
H 0.535 -2.428 0.554
H -0.221 -0.034 2.518
H 0.766 1.311 2.991
H 1.642 -0.056 2.482
H -2.568 -2.142 -0.055
H -1.812 -2.293 -1.676
H -1.247 -3.198 -0.218
*
```

Computed properties:
* HOMO: -7.225 eV
* orbital gap: 0.296 Eh
* SMILES string: Cc1cccccn(C)c2nccn12
* total energy: -16084.17742 eV
* LUMO: 0.8 eV
* relative energy (zero: lowest compared OMol25 entry of this formula, charge and spin): 84.2 kcal per mole
* molar mass: 187.2 g mol⁻¹

---

Which of these has the lowest total energy? C11H13Br9F6O4